A 2-piece molecular cluster, C3H2N2O2 overall in a non-equilibrium geometry. Source: OMol25; level of theory: ωB97M-V with the def2-TZVPD basis set.

Atoms and positions in Å:
O: -1.926 -1.133 0.094
H: 0.523 1.989 -0.602
N: 1.268 -0.254 0.391
O: 1.692 -1.087 2.530
N: 0.027 1.087 -0.956
C: 1.499 -0.608 1.505
C: 0.439 -0.162 -0.648
C: -2.776 -0.856 -0.612
H: -0.744 1.025 -1.702

Results
Total charge: 0
Gap between HOMO and LUMO in eV: 9.01
DFT total energy in hartree: -375.4270
HOMO level in hartree: -0.3055

The computed natural (NBO) charges, all in e, follow: atom 1 (O): -0.49, atom 2 (H): 0.39, atom 3 (N): -0.62, atom 4 (O): -0.49, atom 5 (N): -0.81, atom 6 (C): 0.88, atom 7 (C): 0.23, atom 8 (C): 0.49, atom 9 (H): 0.42


C16H26HgN3O4 as an isolated structure in a non-equilibrium geometry. Source: OMol25; level of theory: ωB97M-V with the def2-TZVPD basis set.

Atoms and positions in Å:
C: 1.753 -16.331 2.436
H: -3.201 -11.416 -4.545
N: -2.638 -13.759 -2.107
H: 1.598 -18.462 2.241
H: -1.683 -10.882 -2.532
H: 2.732 -16.389 2.865
H: -1.175 -12.858 -0.949
H: -2.840 -13.845 -4.231
H: -5.201 -16.052 2.793
H: -7.696 -15.141 1.656
H: 0.400 -12.801 2.349
C: 1.021 -15.102 2.449
H: 0.291 -20.030 -0.190
H: -6.034 -14.433 1.623
C: 1.094 -17.461 2.063
H: -4.361 -12.049 -3.281
O: -0.511 -12.763 2.596
O: -2.443 -13.946 2.446
O: -1.695 -19.087 0.695
H: -7.689 -17.568 0.184
H: -5.099 -17.768 2.510
H: -6.620 -17.110 2.846
C: -6.784 -15.027 1.126
H: -3.972 -11.691 -0.839
C: -1.221 -13.947 2.353
H: -6.108 -18.456 0.300
H: 1.431 -14.198 2.894
H: -7.138 -14.600 0.179
C: -0.300 -15.091 2.076
N: -0.879 -16.268 1.585
C: -0.211 -17.433 1.576
C: -0.553 -18.686 0.823
H: -2.247 -14.687 -2.077
H: -3.057 -9.942 -2.469
Hg: -2.915 -16.486 0.798
C: -5.708 -16.850 2.303
C: -4.761 -16.198 0.161
C: -2.465 -13.153 -3.405
H: -1.395 -13.011 -3.758
C: -3.269 -11.858 -3.492
C: -6.622 -17.481 0.082
H: -2.511 -10.953 -0.216
C: -2.916 -11.589 -1.025
O: 0.599 -19.363 0.463
N: -2.728 -10.934 -2.403
H: -4.719 -15.771 -0.818
H: -6.418 -17.463 -1.007
C: -2.280 -12.954 -0.987
H: -2.621 -13.352 -0.027
C: -5.998 -16.410 0.896

Results
Total charge: 0
Spin multiplicity: 2
Gap between HOMO and LUMO (spin up / spin down) in eV: 2.68 / 2.69
DFT total energy in hartree: -1243.6465
HOMO level (spin up / spin down) in hartree: -0.1395 / -0.1398
<S²>: 0.772

The computed natural (NBO) charges, all in e, follow: atom 1 (C): -0.33, atom 2 (H): 0.24, atom 3 (N): -0.61, atom 4 (H): 0.23, atom 5 (H): 0.43, atom 6 (H): 0.21, atom 7 (H): 0.16, atom 8 (H): 0.24, atom 9 (H): 0.21, atom 10 (H): 0.18, atom 11 (H): 0.48, atom 12 (C): -0.17, atom 13 (H): 0.50, atom 14 (H): 0.22, atom 15 (C): -0.16, atom 16 (H): 0.25, atom 17 (O): -0.72, atom 18 (O): -0.57, atom 19 (O): -0.60, atom 20 (H): 0.17, atom 21 (H): 0.20, atom 22 (H): 0.19, atom 23 (C): -0.61, atom 24 (H): 0.24, atom 25 (C): 0.74, atom 26 (H): 0.21, atom 27 (H): 0.19, atom 28 (H): 0.18, atom 29 (C): -0.03, atom 30 (N): -0.66, atom 31 (C): -0.01, atom 32 (C): 0.73, atom 33 (H): 0.40, atom 34 (H): 0.44, atom 35 (Hg): 1.11, atom 36 (C): -0.60, atom 37 (C): -1.16, atom 38 (C): -0.25, atom 39 (H): 0.17, atom 40 (C): -0.25, atom 41 (C): -0.60, atom 42 (H): 0.24, atom 43 (C): -0.24, atom 44 (O): -0.70, atom 45 (N): -0.53, atom 46 (H): 0.16, atom 47 (H): 0.21, atom 48 (C): -0.27, atom 49 (H): 0.29, atom 50 (C): -0.18


C17H23F9HfNOP as an isolated structure in a non-equilibrium geometry. Source: OMol25; level of theory: ωB97M-V with the def2-TZVPD basis set.

Atoms and positions in Å:
N: -1.031 -0.893 -1.514
C: -0.073 -1.741 -2.291
F: -4.840 0.691 3.001
F: -3.973 3.417 2.586
H: 3.348 0.472 1.483
H: 3.435 -2.601 2.562
H: 2.246 -1.517 3.353
O: -1.730 0.948 1.243
H: 3.916 2.181 -3.400
C: 0.945 1.311 -1.988
H: -2.490 0.529 -2.136
F: -0.808 2.201 3.426
H: -1.963 -2.503 -0.498
F: -3.435 -0.840 2.327
C: -1.928 1.440 3.536
Hf: -0.348 -0.175 0.475
F: -2.639 1.910 4.568
H: 0.251 -2.592 -1.675
H: 2.140 -3.614 -0.217
C: 3.224 1.774 -2.673
C: -2.662 1.420 2.169
C: -3.859 0.438 2.111
C: 2.407 -2.228 2.539
C: 1.383 0.651 -0.835
C: -1.445 0.285 -2.389
H: -3.045 -1.120 -0.812
H: 4.246 -0.626 0.444
H: -0.617 -2.103 -3.185
C: 3.262 -0.161 0.584
P: 1.933 -1.454 0.962
H: -2.548 -2.214 -2.186
H: 1.728 -3.074 2.682
H: 0.812 -1.166 -2.600
H: -1.000 2.177 -1.460
H: -1.447 -0.101 -3.421
H: 1.171 -0.277 1.664
H: 4.746 1.103 -1.276
C: 3.687 1.154 -1.504
H: -0.667 2.075 -3.180
C: 1.850 1.885 -2.912
C: 2.720 -2.687 -0.177
F: -2.020 3.677 1.641
C: -2.235 -1.735 -1.237
H: 2.814 -2.306 -1.201
C: -0.550 1.521 -2.240
F: -3.679 2.837 0.499
F: -4.419 0.458 0.869
F: -1.528 0.171 3.862
C: -3.085 2.852 1.714
H: -0.151 -1.887 0.948
H: 3.741 -2.945 0.155
C: 2.768 0.572 -0.616
H: 1.440 2.412 -3.780

Results
Total charge: +2
Gap between HOMO and LUMO (spin up / spin down) in eV: 5.44 / 5.44
DFT total energy in hartree: -2079.1089
HOMO level (spin up / spin down) in hartree: -0.5733 / -0.5733

The computed natural (NBO) charges, all in e, follow: atom 1 (N): -0.56, atom 2 (C): -0.43, atom 3 (F): -0.27, atom 4 (F): -0.29, atom 5 (H): 0.26, atom 6 (H): 0.29, atom 7 (H): 0.27, atom 8 (O): -0.88, atom 9 (H): 0.25, atom 10 (C): 0.11, atom 11 (H): 0.24, atom 12 (F): -0.30, atom 13 (H): 0.23, atom 14 (F): -0.31, atom 15 (C): 0.98, atom 16 (Hf): 2.20, atom 17 (F): -0.27, atom 18 (H): 0.22, atom 19 (H): 0.26, atom 20 (C): -0.10, atom 21 (C): 0.01, atom 22 (C): 0.97, atom 23 (C): -0.95, atom 24 (C): -0.62, atom 25 (C): -0.23, atom 26 (H): 0.25, atom 27 (H): 0.27, atom 28 (H): 0.23, atom 29 (C): -0.73, atom 30 (P): 1.16, atom 31 (H): 0.25, atom 32 (H): 0.27, atom 33 (H): 0.24, atom 34 (H): 0.24, atom 35 (H): 0.23, atom 36 (H): -0.05, atom 37 (H): 0.24, atom 38 (C): -0.21, atom 39 (H): 0.27, atom 40 (C): -0.22, atom 41 (C): -0.87, atom 42 (F): -0.29, atom 43 (C): -0.45, atom 44 (H): 0.27, atom 45 (C): -0.50, atom 46 (F): -0.30, atom 47 (F): -0.30, atom 48 (F): -0.31, atom 49 (C): 0.98, atom 50 (H): -0.31, atom 51 (H): 0.30, atom 52 (C): 0.00, atom 53 (H): 0.24


A 9-piece molecular cluster, C56H86F4N3O20 overall in a non-equilibrium geometry. Source: OMol25; level of theory: ωB97M-V with the def2-TZVPD basis set.

Atoms and positions in Å:
H: -1.995 -1.221 5.179
H: 4.023 3.753 0.682
H: -0.368 0.666 4.169
H: 2.311 -6.888 -9.578
C: -9.165 -5.560 0.148
H: -6.459 -0.104 0.564
H: 1.595 3.089 -0.062
O: 1.431 6.327 -3.534
H: 1.511 7.008 0.663
H: 0.817 5.775 6.602
C: 3.534 -1.656 2.773
C: -4.347 0.245 -0.492
C: 3.808 4.081 1.804
H: 2.009 -2.893 8.797
C: -3.188 -2.592 -0.956
C: -1.611 -3.663 -6.689
C: -7.810 -5.002 -0.204
H: -0.752 6.443 6.090
H: 5.521 12.089 2.150
C: -0.023 1.809 -1.206
H: 4.395 8.693 0.617
O: 0.997 -3.398 6.251
H: 3.543 -4.931 -9.949
C: -1.261 0.904 1.486
O: 1.954 9.856 1.540
H: -0.616 -3.714 7.487
O: 2.554 -7.067 -6.881
C: 0.984 -1.058 2.453
H: -2.760 -3.951 -4.849
H: -3.637 -3.187 -6.186
C: 3.146 10.110 1.589
C: 1.977 -6.031 -8.990
O: -7.522 -4.043 0.812
C: 0.574 8.329 -0.776
H: -4.136 0.217 -1.667
C: -2.205 -1.883 -5.270
C: 8.096 -7.588 -8.247
C: 2.555 -4.741 -9.514
C: 0.782 3.240 -0.923
H: 1.779 -3.372 -8.015
H: 0.018 1.489 -2.348
C: 0.477 -3.710 7.542
C: -1.539 0.509 3.983
H: -10.547 -4.702 1.573
H: -0.747 7.795 -2.409
O: -0.542 -2.182 -8.277
H: -0.245 8.857 -0.281
C: 4.049 -0.880 1.421
C: 3.745 2.760 2.804
F: 0.285 -1.841 -0.529
N: -2.360 -1.622 -0.174
C: -5.715 -2.275 4.254
C: -1.579 1.836 -0.696
C: 6.183 -7.845 -6.926
H: 3.520 -3.193 -8.345
H: 8.025 -6.945 -6.223
H: 0.047 4.068 -0.544
H: 0.820 -4.704 7.847
C: -3.020 -0.359 0.239
C: 5.427 9.926 2.070
H: 0.265 3.386 3.589
C: 1.001 -2.631 8.454
H: -0.086 6.455 0.102
F: -4.657 1.681 -0.192
O: -3.320 -3.885 -0.542
H: -3.044 -1.249 -4.967
H: 4.029 8.297 2.334
H: 3.236 -0.969 0.554
H: 5.467 0.856 2.204
H: -0.753 -4.142 -6.208
H: 5.018 -1.471 1.052
H: -1.972 1.622 3.961
H: 4.591 1.162 0.560
H: -9.054 -6.369 0.879
H: 1.355 -0.355 3.312
O: 1.446 6.219 -1.250
H: -6.146 -2.152 2.024
H: 5.834 -5.913 -7.858
C: 4.423 0.713 1.651
H: -2.978 0.169 5.546
F: -3.878 -2.315 -2.271
H: -3.704 1.602 2.615
H: -1.474 -1.918 -4.456
O: 1.706 -1.491 5.205
H: 0.620 0.985 -0.628
C: -5.279 -2.117 2.808
N: -2.059 -0.185 5.210
H: 6.389 9.549 1.711
H: -3.365 -2.928 1.877
N: -1.965 0.769 0.296
H: -5.250 0.605 2.229
C: -3.183 -0.545 1.900
C: -1.182 -2.341 -7.251
C: 0.086 5.809 5.787
O: 1.750 5.510 2.781
C: 7.686 -7.796 -6.820
H: -1.772 2.901 -0.222
H: -3.133 -2.110 3.553
C: 5.089 11.293 1.536
C: 2.046 -2.348 2.451
O: 2.976 -4.846 -7.223
H: -7.038 -5.778 -0.208
O: 0.716 6.364 4.634
H: -0.468 3.741 6.208
H: 1.476 8.948 -0.690
C: 1.074 -1.434 7.540
O: 7.034 -7.148 -8.983
F: -0.271 1.907 1.935
O: 9.221 -7.749 -8.690
H: -9.704 -5.957 -0.716
C: -1.083 -1.469 -0.952
H: -5.161 -3.134 4.862
C: -9.848 -4.383 0.797
O: -1.200 -0.998 -2.225
H: 0.127 -0.888 7.509
H: -4.314 0.285 3.833
C: 1.109 5.351 3.807
C: 0.307 8.026 -2.229
C: 0.681 4.029 4.368
C: -2.662 -3.256 -5.688
O: 3.323 1.443 2.299
H: 8.091 -8.731 -6.426
O: 3.665 11.373 1.578
H: 3.478 -0.885 3.678
O: -8.773 -2.756 2.229
H: -6.580 -1.620 4.719
H: -10.348 -3.747 0.061
H: 4.312 -2.485 3.062
H: 5.863 -8.873 -7.135
O: 4.050 2.867 4.126
H: 2.091 -2.888 1.413
H: -0.684 -2.046 3.648
C: 1.124 6.789 -2.448
C: 2.531 -6.081 -7.598
C: -5.755 -0.554 -0.255
H: 1.538 3.551 4.850
H: 0.375 -2.472 9.335
H: -6.360 -0.464 -1.280
C: -8.691 -3.633 1.386
H: -1.345 4.505 4.872
H: 1.199 -0.481 1.436
H: 5.669 -7.508 -6.022
C: 4.250 9.097 1.623
H: 1.362 3.614 -1.868
C: 0.836 6.964 -0.197
H: 4.996 -7.273 -8.646
C: -3.673 -1.984 2.493
H: 0.885 -5.997 -8.938
H: 5.416 11.428 0.500
C: 5.909 -6.973 -8.124
C: -1.678 -0.297 2.573
H: 0.642 8.839 -2.877
H: -5.659 -1.700 -0.047
H: 4.663 4.779 2.239
H: -2.027 -4.306 -7.469
C: -0.593 -1.524 2.579
H: -2.287 1.773 -1.655
H: 1.936 -4.263 -10.279
O: -1.575 -1.328 -6.424
C: 1.316 -2.071 6.205
H: 1.749 -3.075 3.333
H: 5.462 9.953 3.166
H: -7.809 -4.495 -1.174
H: 1.896 -0.769 7.815
C: 2.699 -3.911 -8.265
C: -0.370 4.436 5.370
H: -0.782 -2.372 1.796
C: -4.181 0.510 2.694
H: 2.754 4.602 1.796

Results
Total charge: +1
Gap between HOMO and LUMO in eV: 5.92
DFT total energy in hartree: -4253.1291
HOMO level in hartree: -0.3920

Mulliken atomic charge list, values in e, 99 entries: atom 1 (H): 0.20, atom 2 (H): 0.26, atom 3 (H): 0.00, atom 4 (H): 0.26, atom 5 (C): -0.50, atom 6 (H): 0.38, atom 7 (H): -0.11, atom 8 (O): -0.64, atom 9 (H): 0.13, atom 10 (H): 0.27, atom 11 (C): -0.44, atom 12 (C): -0.19, atom 13 (C): -0.26, atom 14 (H): 0.27, atom 15 (C): 0.43, atom 16 (C): -0.31, atom 17 (C): -0.44, atom 18 (H): 0.38, atom 19 (H): 0.33, atom 20 (C): 0.25, atom 21 (H): 0.25, atom 22 (O): -0.37, atom 23 (H): 0.26, atom 24 (C): -1.59, atom 25 (O): -0.58, atom 26 (H): 0.26, atom 27 (O): -0.63, atom 28 (C): 0.90, atom 29 (H): 0.32, atom 30 (H): 0.30, atom 31 (C): 0.48, atom 32 (C): -0.43, atom 33 (O): -0.25, atom 34 (C): -0.25, atom 35 (H): 0.48, atom 36 (C): 0.17, atom 37 (C): 0.41, atom 38 (C): -0.46, atom 39 (C): -0.48, atom 40 (H): -0.06, atom 41 (H): 0.52, atom 42 (C): -0.45, atom 43 (C): -1.05, atom 44 (H): 0.31, atom 45 (H): 0.25, atom 46 (O): -0.61, atom 47 (H): 0.46, atom 48 (C): -0.31, atom 49 (C): 0.29, atom 50 (F): -0.19, atom 51 (N): 1.04, atom 52 (C): -0.81, atom 53 (C): -1.08, atom 54 (C): -0.47, atom 55 (H): 0.31, atom 56 (H): 0.25, atom 57 (H): -0.10, atom 58 (H): 0.30, atom 59 (C): 1.18, atom 60 (C): -0.61, atom 61 (H): -1.06, atom 62 (C): -0.54, atom 63 (H): 0.09, atom 64 (F): -0.42, atom 65 (O): -0.48, atom 66 (H): 0.25, atom 67 (H): 0.16, atom 68 (H): 0.04, atom 69 (H): 0.33, atom 70 (H): 0.20, atom 71 (H): 0.37, atom 72 (H): 0.19, atom 73 (H): 0.26, atom 74 (H): 0.27, atom 75 (H): 0.15, atom 76 (O): -0.20, atom 77 (H): -0.26, atom 78 (H): 0.08, atom 79 (C): -0.71, atom 80 (H): 0.32, atom 81 (F): -0.23, atom 82 (H): 0.18, atom 83 (H): -0.14, atom 84 (O): -0.37, atom 85 (H): -0.22, atom 86 (C): -0.02, atom 87 (N): -0.28, atom 88 (H): 0.34, atom 89 (H): 0.20, atom 90 (N): 0.65, atom 91 (H): 0.26, atom 92 (C): 0.51, atom 93 (C): 0.42, atom 94 (C): -0.60, atom 95 (O): -0.29, atom 96 (C): -0.35, atom 97 (H): 0.52, atom 98 (H): 0.11, atom 99 (C): -0.43


Question: Which of these has the highest total charge?
Answer: C17H23F9HfNOP


Question: Look up the DFT total energy of the second one.
Answer: -1243.6465 hartree